# 1
Here is a 3-piece molecular cluster, C21H44IN5O2P overall at a distorted geometry from the OMol25 dataset. Energies are from ωB97M-V with the def2-TZVPD basis set.

Geometry as XYZ:
```
74
Properties=species:S:1:pos:R:3:forces:R:3
C 3.0603 -1.6056 4.3945 0.135 0.093 0.171
O 2.1581 -1.3766 3.3151 0.084 -0.003 -0.339
C 1.6840 -0.0540 3.2711 0.111 -0.306 0.334
C 0.6038 -0.0403 2.2306 0.144 0.004 0.293
C -0.7486 -0.1542 2.5794 -0.472 -0.203 -0.489
P -1.2070 -0.2814 4.3594 0.052 0.723 0.773
N -0.9084 0.9551 5.2662 0.179 -0.431 -0.688
C -1.6702 -0.1719 1.5360 0.399 -0.011 0.330
C -3.1557 -0.2704 1.6829 0.034 0.538 -0.217
C -3.7038 1.0540 2.2262 0.133 -0.152 -0.637
O -4.0307 1.1929 3.3397 -0.330 0.153 1.175
I -3.8322 2.6780 0.8483 0.154 -0.038 -0.222
C -1.1504 -0.0690 0.2376 -0.318 -0.037 -0.068
N 0.1139 0.0006 -0.0561 0.437 0.055 0.084
N 0.9734 0.0120 0.9540 -0.554 0.006 -0.145
C 2.3754 0.0346 0.5286 0.073 0.032 -0.503
H 2.5393 -2.0479 5.2386 -0.117 -0.090 0.093
H 3.8461 -2.2672 4.0550 0.018 -0.225 -0.111
H 3.5290 -0.6833 4.7294 0.039 0.195 -0.022
H 1.2755 0.2445 4.2341 -0.165 0.126 0.143
H 2.4769 0.6561 3.0367 0.102 0.117 -0.084
H -0.5669 -1.4700 4.7484 0.001 -0.126 -0.132
H -2.5467 -0.6678 4.3085 -0.069 -0.235 -0.145
H -0.5338 1.7383 4.7454 -0.115 0.293 0.273
H -3.6028 -0.4294 0.7092 -0.086 -0.220 -0.132
H -3.4603 -1.0402 2.3774 -0.044 -0.239 0.098
H -1.8243 -0.0718 -0.6044 0.006 0.009 -0.224
H 2.3661 0.2804 -0.5238 -0.057 0.056 -0.152
H 2.8045 -0.9512 0.6517 0.112 -0.120 0.267
H 2.9260 0.7965 1.0588 0.114 0.033 0.204
C 0.1991 -3.5387 1.1393 0.011 -0.029 0.015
C -0.3481 -4.6190 0.2146 0.078 0.027 0.043
N -0.9326 -4.0801 -0.9991 -0.102 0.125 0.057
C -1.7277 -5.0443 -1.7453 -0.150 -0.150 -0.042
C -1.0124 -6.2633 -2.3357 -0.029 0.034 -0.047
C -0.0536 -3.2327 -1.7819 0.198 0.255 -0.075
C 1.2810 -3.8086 -2.2734 -0.026 0.021 -0.029
H -0.5706 -2.7890 1.3487 0.004 -0.043 -0.045
H 0.5107 -3.9790 2.0865 0.017 0.007 0.012
H 1.0713 -3.0363 0.7142 0.000 -0.010 0.009
H -1.1346 -5.1591 0.7464 -0.028 -0.045 -0.051
H 0.4505 -5.3498 0.0182 0.002 0.004 0.033
H -2.2440 -4.5091 -2.5460 0.054 0.056 -0.009
H -2.5167 -5.3984 -1.0753 0.046 0.008 0.063
H -0.4037 -6.0034 -3.2005 0.044 0.007 0.030
H -1.7523 -6.9907 -2.6717 -0.011 0.000 0.003
H -0.3771 -6.7613 -1.6028 0.005 0.004 0.013
H 0.1685 -2.3434 -1.1825 0.018 -0.045 0.000
H -0.6155 -2.8545 -2.6393 -0.082 -0.099 -0.009
H 1.8057 -4.3560 -1.4890 -0.006 -0.008 0.015
H 1.9340 -2.9949 -2.5970 -0.018 0.005 -0.007
H 1.1540 -4.4736 -3.1248 0.005 -0.069 0.040
C 1.3802 6.7335 -1.6637 0.021 0.005 -0.005
C 1.4088 5.2381 -1.9373 0.051 0.129 -0.044
N 0.2041 4.5567 -1.4938 -0.060 -0.082 0.136
C 0.3348 3.1174 -1.4744 0.073 -0.221 -0.003
C 0.5566 2.3893 -2.8071 -0.022 -0.125 0.070
C -1.0419 5.0766 -2.0342 -0.180 0.222 -0.107
C -1.2022 5.1120 -3.5593 -0.096 -0.034 0.031
H 1.1644 6.9316 -0.6134 -0.031 -0.012 0.005
H 2.3507 7.1692 -1.9004 0.008 0.003 -0.010
H 0.6369 7.2486 -2.2719 -0.005 0.006 -0.004
H 2.2505 4.8033 -1.3901 -0.028 -0.070 -0.005
H 1.6180 5.0764 -3.0057 0.017 0.001 0.010
H -0.5487 2.6949 -0.9838 -0.112 0.091 -0.015
H 1.1775 2.8764 -0.8127 0.063 0.080 -0.005
H -0.3495 2.3564 -3.4090 0.011 0.050 -0.041
H 0.8533 1.3539 -2.6180 -0.006 -0.003 0.004
H 1.3468 2.8524 -3.3970 -0.003 0.026 -0.005
H -1.1734 6.0929 -1.6574 0.095 0.011 0.016
H -1.8734 4.5147 -1.5983 0.099 -0.142 0.031
H -0.3189 5.5172 -4.0533 0.014 0.013 0.010
H -2.0440 5.7543 -3.8222 -0.003 0.010 0.007
H -1.4071 4.1286 -3.9793 0.065 -0.009 -0.024
```
Forces are in eV/Å.

Calculated values
E_LUMO = -4.92 eV
Net charge = +1
Highest occupied orbital energy = -10.4 eV
Total energy = -1889.50745 Ha


# 2
Here is C15H26N2O3SiV as an isolated structure at a distorted geometry from the OMol25 dataset. Energies are from ωB97M-V with the def2-TZVPD basis set.

Geometry as XYZ:
```
48
Properties=species:S:1:pos:R:3:forces:R:3
V 4.1698 -2.8935 12.1441 -2.069 -0.016 0.229
N 5.5044 -1.3795 12.7910 1.304 0.531 0.670
N 5.0006 -0.0716 12.5395 0.182 1.554 -1.151
C 4.1180 -0.1137 11.3537 1.179 -0.004 -0.073
O 4.1700 0.7434 10.4678 -0.176 -0.573 1.539
O 3.4408 -1.1879 11.4067 -0.780 -0.304 -0.764
H 5.6803 -1.4800 13.8091 0.029 0.004 -0.983
H 6.3588 -1.5162 12.2283 -0.317 -0.034 0.818
H 5.7516 0.6241 12.3673 -0.591 -0.766 0.216
C 7.3099 -4.1597 12.5377 0.162 0.363 1.208
Si 6.1452 -3.9967 11.1065 -0.445 0.466 -1.036
C 6.6028 -5.5755 10.2744 -0.453 -0.879 -0.797
C 6.9985 -2.8000 9.9083 -1.152 0.851 -0.015
H 8.3270 -4.1402 12.1444 0.125 -0.268 0.027
H 7.0727 -5.1345 12.9712 0.339 0.025 0.262
H 7.2492 -3.3952 13.3286 -0.024 -0.295 -0.133
H 7.6723 -5.7217 10.1741 0.333 -0.020 -0.013
H 6.1400 -5.5900 9.2751 0.195 -0.166 0.215
H 6.1877 -6.4046 10.8427 -0.034 -0.313 -0.012
H 7.9746 -3.1386 9.6107 0.487 -0.304 -0.106
H 7.0939 -1.7701 10.2645 0.086 0.071 0.054
H 6.3591 -2.7168 9.0197 0.187 -0.056 -0.032
C 4.0394 -4.1436 10.6704 0.343 0.382 -0.052
H 3.5241 -5.0663 10.9571 0.062 -0.077 0.205
H 4.0933 -4.0730 9.5710 0.325 -0.109 0.423
C 1.8081 -5.7211 20.0893 -0.311 -0.092 -0.489
C 2.0865 -5.1442 18.7090 0.021 0.135 -0.004
C 3.3443 -5.1938 18.0966 0.093 0.316 -0.026
C 3.6498 -4.5378 16.8991 -0.896 -0.179 -0.042
C 5.0391 -4.6677 16.3504 -0.113 0.543 -0.901
C 2.5939 -3.8202 16.1822 0.523 -0.644 -0.280
C 2.6246 -3.2544 14.8868 0.224 0.378 0.223
O 3.6525 -3.2025 14.1024 1.087 -0.112 -0.787
C 1.3141 -3.8337 16.7646 -0.632 -0.559 1.514
C 0.0799 -3.2062 16.1785 0.092 0.109 -0.196
C 1.1132 -4.4527 17.9918 -0.940 -0.110 -0.283
H 2.6320 -6.3416 20.4120 0.326 -0.202 0.091
H 0.9027 -6.3564 20.1278 0.282 0.337 -0.164
H 1.6848 -4.9386 20.8437 -0.028 0.047 -0.086
H 4.1183 -5.7741 18.6029 0.081 0.218 -0.164
H 5.7264 -4.9683 17.1315 0.260 0.175 0.167
H 5.3245 -3.7182 15.8539 0.156 -0.525 0.470
H 5.1162 -5.4214 15.5551 -0.185 0.058 0.062
H 1.7162 -2.7215 14.5724 0.301 -0.260 -0.096
H -0.2451 -3.6530 15.2131 0.242 0.346 0.522
H 0.2374 -2.1265 16.0620 -0.180 -0.130 -0.279
H -0.6968 -3.3393 16.9323 -0.251 0.089 -0.340
H 0.0585 -4.4703 18.3049 0.549 -0.001 0.388
```
Forces are in eV/Å.

Calculated values
Expectation value of S² = 2.349
E_LUMO (alpha / beta) = 2.93 / 2.93 eV
Relative energy (zero: lowest compared OMol25 entry of this formula, charge and spin) = 0.0 kcal per mole
Multiplicity = 3
Net charge = -1
Highest occupied orbital energy (alpha / beta) = -2.7 / -3.0 eV
Total energy = -2155.88041 Ha


# 3
Here is a 2-piece molecular cluster, H4NOPS overall at a distorted geometry from the OMol25 dataset. Energies are from ωB97M-V with the def2-TZVPD basis set.

Geometry as XYZ:
```
8
Properties=species:S:1:pos:R:3:forces:R:3
H 0.5434 2.0739 -0.5811 0.803 1.434 -0.456
N -0.1282 1.3703 -0.4876 -0.703 -0.571 0.048
P -1.6375 1.4000 -0.8513 1.618 -0.517 0.698
O -1.9939 -0.0440 -0.2961 -0.052 -2.219 0.689
H -1.2295 -0.6279 0.0762 -1.587 1.737 -0.928
S 1.4797 -2.0002 0.3781 0.010 2.990 1.805
H 1.0622 -0.6383 0.0601 0.621 -1.970 0.331
H 1.9037 -1.5340 1.7018 -0.709 -0.883 -2.187
```
Forces are in eV/Å.

Calculated values
E_LUMO = 0.15 eV
Relative energy (zero: lowest compared OMol25 entry of this formula, charge and spin) = 33.3 kcal per mole
Highest occupied orbital energy = -9.7 eV
Total energy = -871.91924 Ha


# 4
Here is a 10-piece molecular cluster, C32H45F9O29PS overall at a distorted geometry from the OMol25 dataset. Energies are from ωB97M-V with the def2-TZVPD basis set.

Geometry as XYZ:
```
117
Properties=species:S:1:pos:R:3:forces:R:3
O -6.7920 -2.5157 2.8314 0.209 0.637 -0.742
O -5.5234 -2.6061 3.4680 -0.355 -0.407 0.517
C -4.6612 -3.3920 2.7182 0.119 0.304 -0.266
P -3.7114 -2.3753 1.4876 0.022 0.052 0.104
C -1.9270 -2.3742 1.7591 -0.010 -0.096 -0.591
C -1.2366 -1.4618 0.7276 0.200 -0.204 0.464
C -1.0954 -0.0200 1.2079 -0.530 -0.059 0.579
F -2.0335 0.1957 2.2027 0.273 0.040 -0.176
F 0.1098 0.1976 1.7835 -0.457 0.038 -0.418
C -1.4528 1.0753 0.1652 -0.301 0.828 0.480
F -1.2884 2.2877 0.7468 -0.225 -0.918 -0.435
F -2.7757 0.9201 -0.1302 0.919 0.035 0.118
S -0.4755 1.0431 -1.4473 0.032 0.890 -0.007
F 0.5546 0.0107 -0.8168 0.192 -0.278 0.052
F -1.3674 -0.1621 -1.9391 -0.238 -0.390 -0.192
F -1.4962 2.0695 -2.0571 0.059 0.005 -0.110
F 0.4502 2.2248 -0.9654 -0.002 -0.111 -0.025
F 0.3123 0.9783 -2.7955 -0.038 0.064 -0.015
H -7.1585 -3.4135 2.8077 -0.082 -0.235 0.517
H -3.9388 -3.8390 3.3936 0.176 -0.028 0.194
H -5.1568 -4.1883 2.1722 -0.146 -0.181 -0.075
H -4.1470 -1.0497 1.4544 -0.205 -0.070 0.131
H -3.9396 -2.8729 0.2030 0.075 0.032 -0.058
H -1.5861 -3.3874 1.5711 -0.023 -0.292 0.043
H -1.6852 -2.1418 2.7872 -0.062 0.177 0.250
H -1.7492 -1.5261 -0.2245 -0.055 0.149 -0.163
H -0.2400 -1.8503 0.5669 0.227 0.004 -0.098
C 3.7042 -0.7811 -1.6930 0.085 0.094 0.029
C 3.8349 -0.3641 -3.1439 -0.057 0.094 -0.077
O 4.9904 -1.0974 -3.5659 -0.215 -0.017 0.442
C 5.1319 -2.1795 -2.7486 -0.043 0.106 -0.038
O 5.8843 -3.0677 -2.9392 0.153 -0.179 -0.045
O 4.2822 -2.0873 -1.6947 -0.067 0.079 -0.011
H 2.6764 -0.8268 -1.3546 -0.037 -0.163 0.031
H 4.2785 -0.1405 -1.0207 0.025 0.002 -0.033
H 2.9811 -0.6777 -3.7483 -0.003 -0.032 0.020
H 3.9913 0.7036 -3.2749 0.163 -0.032 -0.056
C 1.4258 3.3973 3.2353 0.078 -0.134 -0.127
C 0.2628 4.3520 3.3579 -0.170 0.142 -0.196
O 0.0950 4.4544 4.7735 0.147 -0.100 -0.051
C 1.2799 4.1494 5.3603 -0.055 -0.012 -0.225
O 1.5286 4.3052 6.5053 0.121 0.009 0.294
O 2.1464 3.6332 4.4461 -0.136 0.039 -0.009
H 2.0558 3.5931 2.3714 0.128 0.045 0.103
H 1.0973 2.3553 3.2150 0.030 0.000 0.037
H 0.4858 5.3417 2.9560 0.031 -0.005 0.022
H -0.6429 3.9724 2.8914 -0.097 0.034 0.174
C -10.5541 -0.8468 2.2156 -0.212 0.184 -0.132
C -9.9918 -0.1740 3.4510 -0.058 0.156 -0.085
O -9.9666 -1.2515 4.3958 0.001 -0.031 0.010
C -9.9276 -2.4135 3.7140 -0.195 0.175 -0.101
O -9.7369 -3.4797 4.2078 0.238 -0.238 0.074
O -10.1282 -2.2084 2.3961 0.128 0.038 0.026
H -10.1581 -0.4462 1.2864 0.117 -0.155 -0.018
H -11.6438 -0.8255 2.1873 0.032 -0.043 0.083
H -8.9714 0.1873 3.3072 0.012 -0.046 0.011
H -10.6124 0.6373 3.8196 -0.064 -0.104 0.127
C 6.3929 -1.6098 -7.2262 0.051 -0.176 0.036
C 5.3309 -0.7549 -6.5720 -0.016 0.019 -0.069
O 5.3941 0.4554 -7.3417 -0.008 -0.102 0.058
C 5.9214 0.1631 -8.5561 -0.043 -0.124 0.098
O 5.9484 0.9045 -9.4786 0.016 0.135 -0.150
O 6.4000 -1.1052 -8.5702 0.072 0.060 0.155
H 6.1538 -2.6706 -7.2207 -0.023 0.007 -0.167
H 7.3810 -1.4616 -6.7885 -0.010 0.055 -0.005
H 4.3322 -1.1876 -6.6791 0.022 0.001 -0.037
H 5.5276 -0.5585 -5.5268 0.073 0.183 -0.157
C -12.8833 -3.9861 5.7025 0.057 -0.104 0.145
C -13.9082 -3.1928 6.4882 -0.010 -0.108 0.107
O -13.9319 -1.9471 5.7777 -0.039 -0.041 -0.031
C -13.5091 -2.1714 4.5165 0.103 -0.127 0.207
O -13.5480 -1.3742 3.6352 0.050 0.199 -0.180
O -13.0106 -3.4202 4.3920 0.021 0.021 -0.016
H -13.0875 -5.0525 5.6738 -0.048 0.015 -0.158
H -11.8638 -3.8240 6.0557 -0.001 0.037 -0.035
H -14.9035 -3.6379 6.4520 0.003 0.013 -0.048
H -13.6259 -3.0297 7.5242 0.020 0.164 -0.032
C 4.0506 -3.9844 -11.0655 -0.006 -0.087 0.036
C 4.5944 -3.2571 -9.8571 -0.071 0.052 -0.108
O 4.4183 -4.2236 -8.8080 0.017 0.124 0.006
C 4.3742 -5.4580 -9.3734 -0.016 0.105 -0.149
O 4.4025 -6.4737 -8.7610 -0.001 -0.160 0.126
O 4.2949 -5.3610 -10.7157 -0.042 0.108 0.038
H 4.5555 -3.7144 -11.9837 -0.004 -0.258 0.037
H 2.9758 -3.8413 -11.1930 0.007 -0.030 0.040
H 5.6532 -3.0245 -9.9485 0.036 -0.019 -0.033
H 4.0499 -2.3457 -9.6258 -0.036 -0.042 0.118
C 7.5766 -1.6686 -15.1372 0.133 0.016 -0.050
C 7.4987 -3.1784 -15.0327 0.106 -0.036 -0.091
O 6.5010 -3.3570 -14.0191 0.051 -0.016 -0.025
C 5.7273 -2.2498 -13.9869 0.082 0.074 -0.077
O 4.7163 -2.1581 -13.3677 -0.091 0.147 -0.053
O 6.2565 -1.2707 -14.7451 0.049 -0.015 -0.032
H 7.7958 -1.3150 -16.1404 -0.157 0.061 -0.014
H 8.2936 -1.2362 -14.4380 -0.019 -0.019 0.028
H 7.1482 -3.6450 -15.9542 -0.031 0.023 0.001
H 8.4336 -3.6407 -14.7297 -0.066 -0.039 0.150
C 4.6486 5.4518 7.9536 -0.336 0.139 -0.017
C 4.9205 4.0840 7.3747 -0.067 -0.033 -0.046
O 6.3373 3.9582 7.5500 -0.065 0.018 0.005
C 6.7145 4.7778 8.5654 -0.188 0.003 -0.059
O 7.7868 4.7765 9.0674 0.212 -0.006 0.096
O 5.6911 5.5900 8.9263 0.023 -0.130 -0.092
H 3.6743 5.5294 8.4262 0.075 0.069 0.140
H 4.7503 6.2462 7.2123 0.049 -0.006 0.002
H 4.4216 3.2886 7.9311 0.014 0.010 0.024
H 4.6508 4.0069 6.3253 0.171 -0.045 -0.044
C 2.9150 5.9556 11.9357 0.098 -0.064 0.080
C 1.7988 6.6043 12.7289 -0.024 -0.069 0.089
O 1.6356 7.8564 12.0558 0.023 -0.066 0.021
C 2.0961 7.7251 10.7890 0.002 -0.094 0.111
O 1.9517 8.5245 9.9284 -0.028 0.142 -0.180
O 2.7447 6.5427 10.6413 -0.012 -0.068 0.050
H 2.8305 4.8739 11.8754 -0.034 0.012 -0.155
H 3.9048 6.2183 12.3116 -0.008 0.029 -0.001
H 0.8623 6.0472 12.6655 0.007 -0.003 -0.033
H 2.0494 6.7661 13.7735 0.004 0.158 -0.025
```
Forces are in eV/Å.

Calculated values
E_LUMO = -3.50 eV
Net charge = +1
Highest occupied orbital energy = -11.7 eV
Total energy = -5066.30193 Ha